{
  "formula": "C26H26N6NaS5",
  "method": "the ωB97M-V functional and the def2-TZVPD basis",
  "relative_energy_ev": 0.000,
  "total_energy_ha": -3488.29439,
  "total_charge": -1,
  "e_lumo_ev": 1.78,
  "homo_lumo_gap_ev": 4.5708,
  "species": ["Na", "C", "C", "C", "C", "C", "C", "C", "N", "N", "C", "C", "C", "C", "C", "C", "N", "C", "C", "C", "C", "C", "C", "N", "H", "H", "H", "H", "H", "H", "H", "H", "H", "H", "H", "H", "H", "H", "H", "H", "H", "H", "H", "H", "S", "C", "S", "C", "C", "S", "S", "S", "C", "N", "C", "C", "N", "C", "H", "H", "H", "H", "H", "H"],
  "coordinates": [[0.360, 0.159, -0.316], [0.301, -1.746, 2.435], [-1.213, -1.897, 2.603], [-2.067, -1.866, 1.356], [-3.279, -2.554, 1.345], [-4.040, -2.556, 0.192], [-3.557, -1.895, -0.926], [-2.338, -1.247, -0.830], [-1.621, -1.204, 0.297], [0.843, -0.388, 2.267], [0.428, 0.542, 3.323], [0.211, 1.952, 2.828], [-1.006, 2.593, 3.030], [-1.164, 3.893, 2.584], [-0.105, 4.507, 1.937], [1.067, 3.787, 1.774], [1.236, 2.546, 2.220], [2.314, -0.457, 2.259], [2.926, -0.992, 0.987], [3.674, -2.155, 0.967], [4.273, -2.544, -0.226], [4.110, -1.752, -1.345], [3.322, -0.613, -1.236], [2.748, -0.231, -0.100], [0.616, -2.322, 1.560], [0.773, -2.210, 3.320], [-1.615, -1.172, 3.316], [-1.371, -2.870, 3.075], [-3.602, -3.094, 2.228], [-4.983, -3.088, 0.156], [-4.095, -1.901, -1.864], [-1.898, -0.755, -1.691], [1.176, 0.565, 4.131], [-0.498, 0.206, 3.781], [-1.820, 2.072, 3.517], [-2.105, 4.411, 2.718], [-0.187, 5.514, 1.553], [1.919, 4.228, 1.267], [2.660, -1.061, 3.116], [2.681, 0.560, 2.382], [3.768, -2.754, 1.864], [4.845, -3.462, -0.281], [4.540, -2.021, -2.301], [3.121, 0.008, -2.102], [3.922, -3.124, -6.225], [2.845, -2.582, -5.074], [2.175, -1.004, -5.047], [1.190, -1.124, -3.594], [1.236, -2.331, -2.964], [0.478, -2.830, -1.495], [2.269, -3.520, -3.761], [0.341, 0.323, -3.116], [-2.033, 2.800, -3.794], [-2.091, 2.640, -2.353], [-3.176, 2.238, -1.615], [-2.698, 1.960, -0.370], [-1.337, 2.161, -0.325], [-1.022, 2.567, -1.537], [-2.955, 3.260, -4.146], [-1.872, 1.832, -4.268], [-1.192, 3.442, -4.047], [-4.163, 2.179, -2.040], [-3.242, 1.603, 0.489], [-0.022, 2.773, -1.888]]
}

{
  "formula": "C6H3N5",
  "method": "the ωB97M-V functional and the def2-TZVPD basis",
  "relative_energy_ev": 4.705,
  "total_energy_ha": -504.04112,
  "e_lumo_ev": [-2.05, -2.05],
  "homo_lumo_gap_ev": [6.7481, 6.7464],
  "species": ["C", "C", "C", "C", "C", "C", "N", "N", "N", "N", "N", "H", "H", "H"],
  "coordinates": [[2.710, -1.741, 1.996], [-1.368, 2.029, -1.089], [-0.652, 0.854, -0.648], [-1.138, -0.433, -0.527], [-0.536, -1.559, 0.024], [1.597, -1.691, 1.256], [3.658, -1.797, 2.657], [-0.546, 3.036, -1.023], [0.646, 2.554, -0.613], [0.615, -1.583, 0.615], [0.615, 1.315, -0.369], [-2.396, 2.118, -1.378], [-2.142, -0.596, -0.896], [-1.062, -2.506, -0.004]]
}

{
  "formula": "C4H4HgO2",
  "method": "the ωB97M-V functional and the def2-TZVPD basis",
  "relative_energy_ev": 4.007,
  "total_energy_ha": -457.63302,
  "multiplicity": 3,
  "total_charge": 2,
  "e_lumo_ev": [-13.17, -13.00],
  "homo_lumo_gap_ev": [5.2509, 7.3428],
  "s_squared": 2.0894,
  "species": ["O", "C", "C", "C", "C", "H", "H", "H", "H", "Hg", "O"],
  "coordinates": [[-2.858, 0.859, 0.387], [-2.172, -0.116, 0.451], [-1.123, -0.142, -0.385], [0.206, -0.680, -0.361], [1.358, 0.272, -0.551], [0.342, -1.713, -0.689], [2.240, -0.157, -1.029], [1.160, 1.338, -0.672], [-1.788, 1.182, -0.674], [1.605, -0.585, 2.814], [1.031, -0.257, 0.710]]
}

{
  "formula": "C3H6F2N2",
  "method": "the ωB97M-V functional and the def2-TZVPD basis",
  "relative_energy_ev": 2.430,
  "total_energy_ha": -427.06034,
  "e_lumo_ev": 0.91,
  "homo_lumo_gap_ev": 9.8201,
  "species": ["C", "C", "C", "N", "N", "F", "F", "H", "H", "H", "H", "H", "H"],
  "coordinates": [[-1.114, -0.004, 0.021], [-0.287, -0.391, -1.250], [0.780, 0.211, 1.211], [-0.377, 0.899, 0.941], [0.945, -0.787, -0.611], [-0.067, 0.603, -2.209], [0.721, -0.895, 1.987], [-2.039, 0.484, -0.178], [-1.220, -0.951, 0.637], [-0.786, -1.246, -1.722], [1.822, 0.526, 1.471], [-0.162, 1.765, 0.517], [1.784, -0.215, -0.815]]
}

{
  "formula": "C10H17Cl2MoNO4",
  "method": "the ωB97M-V functional and the def2-TZVPD basis",
  "total_energy_ha": -1735.45643,
  "e_lumo_ev": [-2.30, -2.30],
  "homo_lumo_gap_ev": [6.5510, 6.5560],
  "species": ["C", "C", "C", "C", "C", "C", "C", "C", "C", "C", "Mo", "Cl", "Cl", "O", "H", "H", "H", "H", "H", "H", "H", "H", "H", "H", "H", "H", "H", "H", "H", "H", "O", "H", "O", "N", "O"],
  "coordinates": [[0.358, -1.211, -1.934], [1.216, -0.052, -2.081], [0.362, 1.109, -2.186], [2.699, -0.087, -2.259], [-1.026, 0.647, -2.080], [-0.998, -0.793, -1.983], [-2.212, -1.662, -2.033], [0.773, -2.635, -1.887], [0.767, 2.513, -2.295], [-2.285, 1.433, -2.239], [0.052, 0.268, -0.047], [2.497, 1.537, 0.195], [1.880, -1.163, 0.771], [-0.620, 2.067, 0.302], [3.059, -1.080, -2.022], [3.131, 0.704, -1.495], [2.991, 0.189, -3.271], [1.708, 2.653, -1.740], [0.029, 3.152, -1.825], [0.930, 2.837, -3.321], [-2.131, 2.443, -1.824], [-3.078, 0.900, -1.678], [-2.634, 1.514, -3.292], [-3.027, -1.180, -1.469], [-1.976, -2.621, -1.559], [-2.567, -1.854, -3.067], [1.757, -2.741, -1.447], [0.803, -3.121, -2.868], [0.074, -3.186, -1.257], [-0.418, 2.275, 1.283], [-1.312, -0.895, 0.762], [-0.835, -1.452, 1.522], [0.213, -0.436, 3.400], [0.249, 0.539, 2.611], [0.428, 1.744, 2.918]]
}

{
  "formula": "C46H37CsN15S",
  "method": "the ωB97M-V functional and the def2-TZVPD basis",
  "relative_energy_ev": 0.173,
  "total_energy_ha": -3015.05824,
  "total_charge": -1,
  "e_lumo_ev": 2.02,
  "homo_lumo_gap_ev": 5.6956,
  "species": ["Cs", "C", "C", "C", "C", "N", "C", "N", "C", "N", "C", "N", "C", "C", "C", "C", "C", "N", "C", "C", "C", "C", "C", "C", "H", "H", "H", "H", "H", "H", "H", "H", "H", "H", "H", "H", "N", "C", "C", "C", "C", "C", "N", "C", "C", "C", "C", "C", "N", "H", "H", "H", "H", "H", "H", "H", "H", "H", "C", "C", "C", "C", "C", "C", "C", "C", "C", "S", "C", "N", "H", "H", "H", "H", "H", "H", "H", "H", "N", "C", "N", "C", "N", "N", "C", "N", "C", "C", "C", "C", "C", "N", "H", "H", "H", "H", "H", "H", "H", "H"],
  "coordinates": [[0.290, -0.519, -1.076], [4.069, 0.383, -1.849], [4.065, -0.538, -2.895], [3.603, -1.812, -2.662], [3.115, -2.151, -1.382], [3.110, -1.259, -0.380], [3.591, -0.039, -0.625], [2.820, -3.468, -1.164], [1.882, -4.013, -0.474], [0.753, -3.478, 0.075], [0.115, -4.468, 0.747], [-0.933, -4.473, 1.521], [-1.624, -3.370, 1.963], [-2.709, -3.634, 2.825], [-3.455, -2.587, 3.318], [-3.116, -1.288, 2.957], [-2.035, -1.112, 2.110], [-1.311, -2.112, 1.615], [0.819, -5.769, 0.542], [0.561, -7.049, 0.987], [1.454, -8.052, 0.624], [2.574, -7.766, -0.152], [2.835, -6.468, -0.582], [1.938, -5.483, -0.225], [4.438, 1.389, -1.991], [4.443, -0.253, -3.868], [3.610, -2.579, -3.423], [3.602, 0.635, 0.230], [-2.931, -4.661, 3.080], [-4.287, -2.774, 3.987], [-3.673, -0.436, 3.326], [-1.726, -0.112, 1.822], [-0.311, -7.250, 1.598], [1.281, -9.072, 0.946], [3.252, -8.567, -0.421], [3.708, -6.234, -1.177], [-0.052, 2.294, 4.617], [-1.310, 2.513, 4.054], [-2.349, 2.893, 4.917], [-3.602, 3.118, 4.385], [-3.798, 2.970, 3.019], [-2.700, 2.632, 2.244], [-1.485, 2.418, 2.743], [1.058, 1.596, 4.126], [2.275, 1.753, 4.802], [3.370, 1.030, 4.367], [3.230, 0.167, 3.290], [1.978, 0.062, 2.707], [0.916, 0.752, 3.114], [0.057, 2.647, 5.549], [-2.165, 2.990, 5.980], [-4.422, 3.400, 5.033], [-4.770, 3.118, 2.569], [-2.788, 2.528, 1.168], [2.351, 2.423, 5.650], [4.325, 1.140, 4.866], [4.064, -0.405, 2.906], [1.809, -0.612, 1.879], [1.709, 3.461, 0.737], [2.228, 3.737, -0.649], [3.189, 4.751, -0.860], [3.663, 4.961, -2.121], [3.194, 4.174, -3.197], [3.678, 4.336, -4.508], [3.195, 3.520, -5.502], [2.219, 2.559, -5.235], [1.672, 2.370, -3.963], [0.419, 1.227, -3.712], [2.203, 3.190, -2.900], [1.759, 3.004, -1.631], [1.193, 4.338, 1.138], [2.530, 3.220, 1.419], [1.011, 2.627, 0.721], [3.542, 5.344, -0.024], [4.409, 5.723, -2.318], [4.423, 5.096, -4.715], [3.574, 3.625, -6.513], [1.843, 1.935, -6.035], [-2.547, -3.158, -0.884], [-3.397, -2.153, -1.149], [-4.700, -2.458, -1.217], [-5.478, -1.452, -1.595], [-6.814, -1.693, -1.658], [-5.068, -0.219, -1.906], [-3.757, -0.019, -1.766], [-2.881, -0.933, -1.379], [-3.251, 1.332, -2.127], [-3.942, 2.074, -3.082], [-3.416, 3.291, -3.482], [-2.227, 3.720, -2.922], [-1.616, 2.914, -1.971], [-2.123, 1.757, -1.562], [-2.938, -3.999, -0.497], [-1.607, -2.921, -0.594], [-7.104, -2.653, -1.619], [-7.378, -1.029, -2.156], [-4.856, 1.673, -3.492], [-3.922, 3.885, -4.233], [-1.761, 4.645, -3.233], [-0.678, 3.209, -1.517]]
}

{
  "formula": "C30H50N3O2PdSSb",
  "method": "the ωB97M-V functional and the def2-TZVPD basis",
  "relative_energy_ev": 3.127,
  "total_energy_ha": -2253.86705,
  "multiplicity": 3,
  "e_lumo_ev": [0.50, -1.12],
  "homo_lumo_gap_ev": [6.5161, 6.4969],
  "s_squared": 2.0121,
  "species": ["Pd", "C", "C", "C", "C", "C", "C", "C", "S", "O", "O", "N", "C", "C", "C", "C", "C", "N", "H", "H", "H", "H", "H", "H", "H", "H", "H", "H", "H", "N", "H", "H", "H", "C", "C", "C", "C", "C", "C", "H", "H", "H", "H", "H", "H", "H", "H", "H", "C", "C", "C", "C", "Sb", "C", "C", "C", "C", "C", "C", "C", "C", "H", "H", "H", "H", "H", "H", "H", "H", "H", "H", "H", "H", "H", "H", "H", "H", "H", "H", "H", "H", "H", "H", "H", "H", "H", "H", "H"],
  "coordinates": [[0.010, 0.187, -0.854], [4.809, 5.812, 0.008], [4.260, 4.502, -0.401], [4.970, 3.333, -0.582], [4.409, 2.279, -1.359], [3.109, 2.346, -1.651], [2.294, 3.470, -1.428], [2.890, 4.522, -0.745], [2.428, 0.988, -2.573], [2.914, 0.917, -3.938], [2.653, -0.240, -1.775], [0.828, 1.181, -2.559], [0.080, 1.628, -3.595], [0.583, 2.504, -4.615], [-0.283, 3.071, -5.520], [-1.629, 2.869, -5.406], [-2.038, 1.852, -4.488], [-1.276, 1.355, -3.549], [5.804, 5.700, 0.420], [4.207, 6.292, 0.807], [4.904, 6.481, -0.867], [5.941, 3.185, -0.121], [5.056, 1.470, -1.659], [1.266, 3.598, -1.792], [2.193, 5.304, -0.326], [1.666, 2.752, -4.510], [0.146, 3.643, -6.336], [-2.335, 3.300, -6.092], [-3.062, 1.652, -4.324], [2.741, -4.626, 1.254], [3.633, -4.206, 1.357], [2.102, -3.882, 1.036], [2.411, -5.097, 2.093], [1.132, 1.843, 3.979], [1.778, 0.625, 3.242], [1.750, -0.575, 4.265], [3.231, 0.925, 2.939], [1.087, 0.340, 1.976], [0.452, -0.063, 1.043], [1.628, 2.094, 4.948], [0.044, 1.849, 4.248], [1.258, 2.721, 3.346], [1.652, -0.192, 5.344], [2.625, -1.265, 4.085], [0.835, -1.110, 4.121], [3.686, 1.465, 3.783], [3.270, 1.621, 2.064], [3.811, 0.057, 2.621], [-2.043, -1.449, 3.420], [-1.955, -2.593, 2.459], [-3.227, -3.456, 2.256], [-0.593, -3.245, 2.488], [-1.717, -1.599, 0.357], [-1.444, -3.096, -1.366], [-2.683, -3.973, -1.394], [-0.127, -3.722, -1.127], [-1.476, -2.233, -2.643], [-3.568, -0.110, -0.041], [-3.504, 0.435, -1.417], [-3.329, 0.987, 1.007], [-4.739, -1.079, 0.142], [-2.198, -1.950, 4.435], [-2.846, -0.705, 3.253], [-1.059, -0.877, 3.319], [-3.748, -3.453, 3.226], [-3.027, -4.502, 1.940], [-3.939, -2.964, 1.587], [-0.066, -3.091, 3.423], [0.164, -2.790, 1.763], [-0.641, -4.340, 2.412], [-2.671, -4.793, -0.694], [-2.801, -4.350, -2.379], [-3.595, -3.423, -1.243], [-0.055, -4.110, -0.123], [0.780, -3.041, -1.301], [0.091, -4.653, -1.706], [-2.487, -2.370, -3.036], [-0.688, -2.576, -3.351], [-1.362, -1.144, -2.482], [-2.443, 0.782, -1.551], [-4.153, 1.295, -1.536], [-3.603, -0.334, -2.237], [-2.337, 1.361, 1.095], [-3.589, 0.626, 1.971], [-3.874, 1.896, 0.694], [-4.770, -1.944, -0.518], [-5.690, -0.477, -0.195], [-4.911, -1.418, 1.181]]
}